1.
Computed, not measured: 7 unconnected molecules or ions with the total composition C48H63BN7O16P2 at a distorted geometry, with the ωB97M-V functional and the def2-TZVPD basis.

The total energy is -113224.6398 eV. The charge is -1. As for the maximum force: 0.0523 hartree/bohr. For the LUMO energy, the calculation gives 0.3 eV. The calculation puts the highest occupied orbital energy at -2.63 eV. As for the gap between HOMO and LUMO: 2.89 eV.

XYZ file:
```
137
Properties=species:S:1:pos:R:3:forces:R:3:mulliken_charge:R:1
C 1.6015 1.5645 2.1790 0.2680 -0.4024 -0.3429 -1.367
C 0.5864 0.4748 1.7311 0.5187 -0.1786 1.0083 0.268
O -0.7761 0.8548 1.9609 0.0731 0.1111 -1.3165 -0.082
B -1.5930 0.6007 0.8280 0.1164 -1.3286 0.3789 1.524
O -1.4784 -0.7299 0.2719 0.7377 1.2897 0.8774 -1.199
P -2.8830 1.8405 -0.0186 0.9212 -2.1826 -1.2682 1.690
C -4.2338 0.6683 0.7189 -1.0105 -0.1946 0.4235 -0.617
C -5.7020 1.1009 0.8810 -1.2446 -1.0274 0.1983 -1.009
O -5.9867 2.2243 1.7311 0.6407 -0.3994 0.5260 -0.519
C -1.3491 2.6739 -0.8662 1.2453 1.1291 -0.1521 -1.361
C -1.2104 4.2155 -1.0371 0.3208 0.4261 -0.7322 -0.709
C -0.8805 4.5983 -2.5379 0.9037 0.4315 1.7603 -0.801
N 0.5723 4.3803 -2.7728 -0.5055 -0.1590 -0.8712 -0.531
C -4.1737 2.8466 -1.0560 -0.3993 1.0011 -0.6782 -0.886
C -4.8089 2.1134 -2.2899 0.5827 1.1428 -1.0381 -0.125
C -3.9043 2.3595 -3.5581 -0.4345 0.8404 0.5847 -1.225
O -5.1084 0.7323 -2.2156 -0.7873 0.0113 0.2781 -0.597
P -2.9337 3.2601 1.7062 -0.9284 1.6424 1.6373 -0.037
C -3.3135 2.4113 3.3567 0.5514 0.2515 0.3496 -0.971
C -1.2840 4.0301 2.1662 0.9327 0.2240 -0.6083 -0.753
H 1.8502 2.2523 1.3447 -0.4082 -0.1299 0.5238 0.250
H 1.2770 2.1316 3.0663 0.0053 -0.2344 -0.3978 0.238
H 2.5595 1.0512 2.4171 -0.5085 0.2627 -0.0179 0.435
H 0.7586 -0.4390 2.3365 0.1321 0.2824 -0.4129 0.436
H 0.7968 0.2420 0.6771 -0.2697 -0.0896 0.3735 -0.265
H -1.2937 -0.6298 -0.6664 -0.4570 -0.0932 -0.2599 0.124
H -2.8253 0.8982 -1.1704 -0.0143 -0.1678 -0.3453 -0.422
H -4.2929 -0.2298 0.0638 0.1738 0.6945 0.0461 0.125
H -3.8367 0.2223 1.6656 -0.4350 0.5983 -0.2531 0.428
H -6.2520 0.2368 1.3442 0.3479 0.4390 -0.2334 0.280
H -6.2592 1.2701 -0.0648 0.8702 -0.1960 0.1552 0.328
H -6.4951 2.8612 1.2449 -0.0823 0.3584 -0.3515 0.311
H -1.1900 2.2302 -1.8801 -0.4521 0.0276 0.5970 0.295
H -0.4349 2.3432 -0.3066 -0.6116 0.0914 -0.1863 0.018
H -2.0472 4.8353 -0.6469 0.1270 -0.6690 -0.2417 0.445
H -0.3212 4.5758 -0.4716 -0.5321 -0.1112 -0.1970 0.416
H -1.0303 5.6905 -2.6528 -0.2912 -0.5662 -0.3281 0.346
H -1.4520 3.9954 -3.2570 0.0758 0.4177 0.1939 0.245
H 1.1083 4.8850 -2.0776 -0.0767 -0.1057 0.0844 0.238
H 0.7759 3.3920 -2.6624 0.0981 0.0573 0.1021 0.212
H -4.9226 3.3729 -0.4204 0.1683 -0.8186 -0.2241 0.290
H -3.7251 3.7313 -1.5731 0.1686 -0.5209 0.5878 0.519
H -5.7563 2.6535 -2.5299 0.2945 -0.5799 0.2502 0.425
H -2.8389 2.1532 -3.3607 -0.4638 -0.2157 -0.0368 0.011
H -4.2702 1.8143 -4.4470 0.1465 0.1024 0.4113 0.432
H -3.9785 3.4505 -3.7643 0.1555 -0.6086 -0.1223 0.397
H -4.3813 0.2685 -2.6228 0.4334 -0.2122 0.1928 0.356
H -3.6198 3.2331 4.0408 0.0488 -0.4667 -0.3885 0.413
H -2.4154 1.9501 3.8213 -0.3778 0.0482 -0.4293 0.134
H -4.1270 1.6778 3.3235 0.2304 0.3343 -0.1578 0.298
H -1.2668 5.0927 1.8383 -0.1522 -0.5614 0.2455 0.415
H -1.0528 4.0230 3.2474 -0.3996 -0.1789 -0.3708 0.438
H -0.4146 3.5641 1.6557 -0.4786 0.0545 0.3455 -0.096
C -0.5671 -1.9818 4.9246 -0.0727 0.1252 -0.0525 -0.609
C 0.1683 -1.3712 5.9335 -0.0196 -0.2073 -0.0305 -0.580
C 0.9819 -2.1346 6.7593 0.0295 0.1222 0.0457 -0.340
C 1.0522 -3.5078 6.5595 -0.3829 0.3567 -0.3563 -0.139
C 0.3161 -4.1282 5.5575 -0.0351 -0.0577 -0.0597 -0.145
C -0.4964 -3.3562 4.7395 0.3881 0.1332 0.1946 -0.472
N 1.9254 -4.3125 7.4115 -0.0020 0.0042 0.0205 1.040
O 2.5412 -3.7458 8.2909 0.1097 0.1149 0.1717 -0.631
O 1.9906 -5.5046 7.1937 -0.0049 -0.2367 -0.0436 -0.625
H -1.1978 -1.3835 4.2760 0.0468 0.0032 0.0067 0.674
H 0.1093 -0.2996 6.0735 0.0128 -0.0296 -0.0001 0.454
H 1.5513 -1.6541 7.5425 0.0571 -0.1780 0.0083 0.472
H 0.3677 -5.1977 5.4060 0.1257 0.0313 0.1336 0.462
H -1.0692 -3.8196 3.9572 0.1078 -0.0235 -0.0418 0.475
C -4.6260 -6.4674 -0.1433 -0.0027 0.0238 0.0336 -0.428
C -3.4537 -6.5600 0.5969 -0.1762 0.0828 -0.0124 -0.726
C -3.2857 -5.7804 1.7314 0.1166 -0.0687 0.0327 -0.020
C -4.3019 -4.9163 2.1148 -0.0113 -0.4176 -0.5741 0.095
C -5.4736 -4.8102 1.3796 -0.1747 0.0689 -0.0096 -0.465
C -5.6323 -5.5912 0.2447 0.1984 -0.0899 0.0543 -0.520
N -4.1406 -4.1101 3.3216 -0.0783 0.2029 -0.0059 1.140
O -3.0927 -4.2067 3.9376 -0.1550 -0.2050 -0.0102 -0.533
O -5.0544 -3.3926 3.6474 -0.1937 0.0898 0.0969 -0.625
H -4.7561 -7.0812 -1.0263 0.0100 0.0287 0.0203 0.389
H -2.6715 -7.2420 0.2906 0.0049 0.0379 0.0331 0.384
H -2.3710 -5.8568 2.3026 -0.0943 0.1219 0.0836 0.426
H -6.2608 -4.1318 1.6776 0.1423 0.0426 0.1188 0.465
H -6.5421 -5.5193 -0.3362 0.0156 0.0401 0.0352 0.408
C -3.0082 -5.6418 8.2147 -0.0320 -0.0642 -0.0021 -0.686
C -3.2653 -5.5223 6.8543 0.0484 -0.0246 0.1737 -0.165
C -4.0050 -6.4963 6.1999 0.0001 0.0582 -0.0862 -0.350
C -4.4844 -7.5818 6.9205 0.3644 0.4975 0.3011 -0.065
C -4.2278 -7.7147 8.2782 -0.0121 -0.0712 0.1605 -0.462
C -3.4850 -6.7378 8.9248 0.0015 0.0858 -0.1929 -0.381
N -5.2843 -8.5985 6.2393 -0.0377 -0.0630 -0.0654 1.039
O -5.4752 -8.4657 5.0496 -0.0088 0.0548 -0.2298 -0.616
O -5.7156 -9.5185 6.9024 -0.0625 -0.1790 0.1750 -0.627
H -2.4344 -4.8768 8.7237 -0.0050 -0.0227 -0.0323 0.433
H -2.8916 -4.6688 6.3040 -0.0501 -0.0462 -0.0442 0.534
H -4.2008 -6.3973 5.1415 -0.0730 -0.1412 0.0435 0.509
H -4.5981 -8.5631 8.8364 -0.0690 -0.0272 -0.1745 0.438
H -3.2800 -6.8285 9.9836 -0.0212 -0.0338 -0.0271 0.368
C 4.9315 5.1371 -7.6250 -0.0196 -0.0055 -0.0216 -0.509
C 5.2854 5.0203 -6.2865 -0.1095 -0.0528 -0.0944 -0.316
C 4.5150 4.2483 -5.4287 0.1124 0.0401 0.0759 -0.437
C 3.3959 3.5960 -5.9249 0.3581 0.4007 -0.4182 -0.025
C 3.0279 3.7112 -7.2572 -0.0622 -0.0264 -0.1417 -0.323
C 3.8021 4.4872 -8.1088 0.1257 0.0193 0.1937 -0.411
N 2.5976 2.7631 -5.0280 -0.1991 -0.0461 0.1532 1.178
O 2.9379 2.7002 -3.8693 0.2256 -0.0900 0.2813 -0.630
O 1.6440 2.1803 -5.4960 -0.1834 -0.1349 -0.1944 -0.619
H 5.5385 5.7360 -8.2931 -0.0091 -0.0128 0.0362 0.405
H 6.1648 5.5290 -5.9130 -0.0202 -0.0166 -0.0121 0.391
H 4.7954 4.1614 -4.3884 -0.1745 -0.1087 -0.0066 0.455
H 2.1523 3.2061 -7.6400 -0.0067 -0.0462 0.1973 0.453
H 3.5270 4.5828 -9.1511 -0.0269 -0.0187 0.0334 0.370
C 3.2548 -2.1231 -5.6820 -0.0291 0.0138 0.0117 -0.470
C 1.9738 -1.5852 -5.7052 0.1791 -0.0779 0.1223 -0.602
C 1.3549 -1.2125 -4.5207 -0.1327 0.0513 -0.0796 -0.054
C 2.0324 -1.3805 -3.3219 0.3078 -0.1793 -0.6668 -0.068
C 3.3089 -1.9224 -3.2852 0.1505 -0.0479 0.0511 -0.405
C 3.9200 -2.2953 -4.4738 -0.1754 0.0726 -0.0755 -0.483
N 1.3923 -0.9651 -2.0754 -0.1240 0.0914 0.0853 1.124
O 0.2702 -0.5144 -2.1495 -0.1756 0.0594 -0.1300 -0.667
O 2.0227 -1.0901 -1.0496 0.2176 -0.0747 0.1872 -0.640
H 3.7375 -2.4079 -6.6092 -0.0153 0.0023 0.0273 0.386
H 1.4584 -1.4529 -6.6474 -0.0182 0.0253 0.0475 0.392
H 0.3585 -0.7934 -4.5450 0.0696 0.0480 0.1873 0.477
H 3.8323 -2.0555 -2.3487 -0.1683 0.0929 0.0565 0.448
H 4.9166 -2.7169 -4.4590 -0.0224 0.0117 0.0369 0.376
C 10.6731 3.6363 -2.4612 -0.0017 0.0089 -0.0235 -0.412
C 11.3000 3.1485 -3.6017 -0.1466 0.1362 0.0642 -0.416
C 10.9342 3.6232 -4.8528 0.1112 -0.0889 -0.0534 -0.370
C 9.9422 4.5893 -4.9462 0.1843 -0.2369 0.6414 0.143
C 9.3045 5.0786 -3.8147 -0.0981 0.0860 0.0671 -0.232
C 9.6743 4.5966 -2.5675 0.1330 -0.1091 -0.0995 -0.510
N 9.5692 5.1094 -6.2605 -0.0324 -0.0109 -0.1220 1.054
O 10.1287 4.6488 -7.2311 0.1457 -0.1191 -0.1605 -0.614
O 8.7211 5.9749 -6.3052 -0.2202 0.2017 0.0353 -0.617
H 10.9646 3.2672 -1.4856 -0.0217 0.0036 -0.0317 0.372
H 12.0761 2.3996 -3.5150 -0.0233 0.0142 -0.0382 0.367
H 11.4252 3.2394 -5.7360 -0.1183 0.1299 -0.0698 0.434
H 8.5287 5.8277 -3.8902 0.0581 -0.0209 -0.1674 0.422
H 9.1864 4.9717 -1.6777 -0.0164 0.0045 -0.0471 0.378
```
Forces are in eV/Å.

2.
Computed, not measured: a single C3H5NO3 molecule, with the ωB97M-V functional and the def2-TZVPD basis.

The total energy is -10824.9559 eV. As for the maximum force: 0.0112 hartree/bohr. For the LUMO energy, the calculation gives 0.8 eV. The calculation puts the highest occupied orbital energy at -10.18 eV. As for the gap between HOMO and LUMO: 10.94 eV. The calculation puts the energy above the lowest of the compared OMol25 structures with the same formula, charge and spin at 16.9 kcal per mole.

XYZ file:
```
12
Properties=species:S:1:pos:R:3:forces:R:3:mulliken_charge:R:1
N -1.0775 1.0461 -0.5754 0.1333 0.1932 -0.0594 -0.431
C -0.0528 1.2385 0.3149 0.0715 0.2187 0.1085 0.406
O 0.3123 2.3291 0.7049 -0.2220 -0.3266 -0.0408 -0.582
C 0.5939 0.0076 0.9433 0.1422 0.1201 0.1045 -0.168
O -0.0317 -1.2558 0.6924 -0.0275 -0.0593 -0.1429 -0.312
C 0.1290 -1.7696 -0.5256 0.1871 0.1064 -0.3480 0.147
O 0.6892 -1.2247 -1.4458 -0.2697 -0.2521 0.4425 -0.513
H -0.9297 0.3555 -1.2966 -0.0692 -0.1434 0.1379 0.243
H -1.4621 1.9144 -0.9190 0.0830 0.0327 -0.0324 0.271
H 1.6493 -0.0283 0.6596 -0.1552 0.0323 -0.0276 0.271
H 0.5201 0.1492 2.0223 0.0523 -0.0188 -0.1441 0.302
H -0.3401 -2.7620 -0.5751 0.0742 0.0968 0.0018 0.366
```
Forces are in eV/Å.

3.
Computed, not measured: a gas-phase ion, CH2N2O3S (charge -2) at a distorted geometry, with the ωB97M-V functional and the def2-TZVPD basis.

The total energy is -21022.8967 eV. The charge is -2. As for the maximum force: 0.1072 hartree/bohr. For the LUMO energy, the calculation gives 6.8 eV. The calculation puts the highest occupied orbital energy at -0.10 eV. As for the gap between HOMO and LUMO: 6.87 eV. The calculation puts the energy above the lowest of the compared OMol25 structures with the same formula, charge and spin at 68.7 kcal per mole.

XYZ file:
```
9
Properties=species:S:1:pos:R:3:forces:R:3:mulliken_charge:R:1
C 1.6282 1.6997 0.9462 -1.0889 -1.5215 1.1093 0.564
N 0.6478 1.5690 -0.1346 -1.1215 -0.6196 -0.2547 -0.372
N -0.4391 -0.8391 -0.5721 0.3868 0.3978 0.2834 -0.578
O 1.7954 0.7006 1.7402 -0.0731 0.8143 -0.8465 -0.769
O 2.1377 2.8126 1.0372 1.0050 0.9968 -0.1354 -0.746
O -2.2953 1.1299 0.0488 5.3628 -1.1971 0.4493 -0.838
S -0.5078 0.5686 0.1593 -4.5086 0.4803 -2.1723 0.463
H -1.0936 -1.4875 -0.1035 0.0635 0.7984 -0.2949 0.142
H -0.4225 0.3251 1.4204 -0.0261 -0.1494 1.8619 0.133
```
Forces are in eV/Å.